12
Properties=species:S:1:pos:R:3 method="wB97M-V/def2-TZVPD" homo_ev="-8.28 / -8.26" total_energy_ha=-5340.9871 multiplicity=1 max_force_ev_per_a=4.238
C -1.929 0.463 0.309
C -0.540 0.838 -0.234
C 2.311 -1.137 -0.300
O 0.092 -0.153 -0.917
Br 2.063 -2.922 -0.703
Br 2.167 -0.682 1.544
H -2.544 -0.011 -0.418
H -1.800 -0.141 1.343
H -2.360 1.335 0.661
H 0.234 1.137 0.520
H -0.489 1.733 -0.884
H 2.796 -0.460 -0.920



15
Properties=species:S:1:pos:R:3 method="wB97M-V/def2-TZVPD" homo_ev=-14.01 total_energy_ha=-8310.9554 charge=+1 multiplicity=1 max_force_ev_per_a=5.443
C -1.913 0.270 -0.912
N -0.881 0.895 -0.085
C -0.517 2.127 -0.535
O -0.806 2.593 -1.584
Br 0.478 3.198 0.849
P 0.695 -0.413 0.494
C 1.514 -2.289 0.482
Br 0.233 -0.137 2.579
Br 2.537 0.641 -0.071
H -2.785 0.943 -0.666
H -1.413 0.320 -1.866
H -2.055 -0.650 -0.296
H 1.347 -2.658 -0.422
H 2.609 -2.014 0.733
H 0.956 -2.826 1.299



14
Properties=species:S:1:pos:R:3 method="wB97M-V/def2-TZVPD" homo_ev=-9.78 total_energy_ha=-3700.7068 multiplicity=1 max_force_ev_per_a=2.899
C -0.663 1.042 -0.770
C -0.779 -1.019 0.904
C -0.698 0.364 0.358
O 2.149 -0.465 0.397
O 3.598 1.178 -0.417
S 2.370 0.937 0.633
Cl 3.376 1.404 2.486
Br -0.307 1.251 2.064
H -0.794 0.438 -1.648
H -0.617 2.071 -0.598
H 4.087 2.076 -0.427
H -1.766 -1.212 1.277
H -0.813 -1.794 0.135
H -0.080 -1.344 1.700



13
Properties=species:S:1:pos:R:3 method="wB97M-V/def2-TZVPD" homo_ev=-14.45 total_energy_ha=-2876.2641 charge=+1 multiplicity=1 max_force_ev_per_a=5.497
C -1.126 -0.396 -1.220
C -1.967 -2.453 0.564
C 0.972 0.772 0.647
N -0.854 -1.610 0.735
N -0.515 -0.655 -0.152
O -2.760 -2.359 -0.277
Br -1.856 -3.730 2.052
H -2.062 -0.742 -1.640
H -0.760 0.358 -2.020
H 0.296 1.633 0.260
H 1.967 0.598 0.175
H 0.899 0.364 1.561
H 0.021 -1.926 1.138